# 1
Computed, not measured: a single CH2N2O2S molecule at a distorted geometry, with ωB97M-V with the def2-TZVPD basis set.

Results
Kohn-Sham gap = 0.333 Ha
Maximum force = 4.2 eV/Å
LUMO energy = -0.29 eV
SMILES = NC(=S)n1oo1
Energy relative to the best compared isomer or geometry (same formula, charge and spin) = 795.5 kJ/mol

Geometry (Å):
C (0.133, 0.454, 0.088)
N (0.797, -0.673, 0.511)
N (-1.207, 0.218, 0.028)
O (0.821, -1.678, -0.546)
O (1.898, -0.905, -0.233)
S (0.894, 1.826, -0.354)
H (-1.721, -0.388, 0.615)
H (-1.614, 1.147, -0.109)

# 2
Computed, not measured: 2 unconnected molecules or ions with the total composition CH2N2O2S at a distorted geometry, with ωB97M-V with the def2-TZVPD basis set.

Results
Kohn-Sham gap = 0.352 Ha
Maximum force = 1.8 eV/Å
LUMO energy = 0.07 eV
SMILES = N=C=S.O=NO
Energy relative to the best compared isomer or geometry (same formula, charge and spin) = 455.5 kJ/mol

Geometry (Å):
C (1.680, -1.469, 0.039)
N (2.255, -0.645, 0.698)
N (-0.883, 0.154, -0.107)
O (-2.057, 0.613, -0.614)
O (-0.609, 0.682, 0.917)
S (1.185, -2.470, -1.039)
H (-1.944, 0.275, -1.536)
H (2.018, -0.047, 1.468)

# 3
Computed, not measured: a single CH2N2O2S molecule at a distorted geometry, with ωB97M-V with the def2-TZVPD basis set.

Results
Kohn-Sham gap (alpha / beta) = 0.318 / 0.272 Ha
Maximum force = 4.8 eV/Å
LUMO energy (alpha / beta) = -0.98 / -1.51 eV
Energy relative to the best compared isomer or geometry (same formula, charge and spin) = 709.0 kJ/mol

Geometry (Å):
C (-0.103, -1.137, -0.060)
N (0.474, -2.091, -0.544)
N (0.571, -0.012, 0.724)
O (3.272, 0.786, -0.947)
O (1.891, -0.081, 1.016)
S (3.267, -0.197, 0.078)
H (-1.198, -0.907, 0.249)
H (0.053, 0.293, 1.621)

# 4
Computed, not measured: a single CH2N2O2S molecule at a distorted geometry, with ωB97M-V with the def2-TZVPD basis set.

Results
Kohn-Sham gap (alpha / beta) = 0.318 / 0.237 Ha
Maximum force = 3.7 eV/Å
LUMO energy (alpha / beta) = 0.21 / -2.64 eV
Energy relative to the best compared isomer or geometry (same formula, charge and spin) = 426.0 kJ/mol
2S+1 = 3

Geometry (Å):
C (-1.389, 0.387, -0.316)
N (-0.146, 0.190, 0.008)
N (-2.276, -0.611, -0.053)
O (-1.849, -1.804, -0.128)
O (-3.634, -0.550, 0.052)
S (-4.820, 0.590, 0.210)
H (0.071, -0.781, 0.357)
H (0.429, 1.010, -0.352)